# C4H9O2

A cluster of 2 separate species, C4H9O2 in total at a distorted geometry (ωB97M-V with the def2-TZVPD basis set, the OMol25 dataset).

Computed properties:
total charge: -1
E_HOMO: -3.71 eV
2S+1: 1
LUMO level: 3.864 eV
energy relative to the best compared isomer or geometry (same formula, charge and spin): 0.2846 eV

XYZ file:
```
15
Properties=species:S:1:pos:R:3:forces:R:3
C -0.4405 -1.4787 -0.7391 0.053 0.459 -0.334
C 0.3825 -2.4865 0.0691 0.669 0.675 -1.207
H -0.5914 -0.5218 -0.2391 -0.243 -0.177 0.235
H 0.0170 -1.1777 -1.6811 0.362 -0.149 0.022
H -1.4043 -1.8786 -1.0340 -0.288 -0.095 0.174
H 1.1260 -1.9657 0.6734 -0.325 -0.088 0.478
H -0.2651 -3.1486 0.6140 0.011 -0.246 0.600
H 1.0098 -3.0684 -0.6139 -0.267 -0.330 0.024
C 0.4312 2.2844 0.9305 -0.341 0.046 0.766
C -0.4493 2.2276 -0.3230 -0.621 0.038 -0.730
O -1.6826 2.1715 -0.0853 0.127 -0.056 0.223
O 0.0871 2.2121 -1.4546 0.442 0.008 0.262
H -0.0911 2.8939 1.6732 0.095 0.182 -0.072
H 1.4523 2.6444 0.8206 0.049 -0.113 -0.303
H 0.4185 1.2922 1.3894 0.276 -0.155 -0.140
```
Positions in Å, forces in eV/Å.